1.
This record from the OMol25 dataset describes a single C22H21N5O2S molecule. The level of theory is wB97M-V/def2-TZVPD.

Last column: natural (NBO) charge in e.
Geometry (Å):
C 5.967 2.908 -0.892  -0.630
C 4.686 2.190 -0.603  0.014
C 4.551 1.424 0.547  -0.201
C 3.388 0.727 0.838  -0.011
C 2.338 0.805 -0.078  0.164
C 2.446 1.579 -1.226  -0.203
C 3.616 2.264 -1.486  -0.218
H 3.696 2.862 -2.381  0.218
H 1.612 1.635 -1.909  0.229
N 1.121 0.128 0.170  -0.400
C -0.071 0.727 0.455  0.191
N -0.988 -0.180 0.697  -0.364
N -0.418 -1.382 0.571  -0.268
C 0.842 -1.217 0.256  0.321
C 1.756 -2.311 0.010  -0.138
C 2.918 -2.185 -0.754  0.048
N 3.751 -3.183 -0.973  -0.413
C 3.469 -4.368 -0.459  0.042
C 2.326 -4.619 0.289  -0.252
C 1.456 -3.573 0.530  -0.133
H 0.554 -3.702 1.107  0.241
H 2.127 -5.607 0.675  0.224
H 4.190 -5.148 -0.664  0.195
H 3.191 -1.246 -1.217  0.202
S -0.261 2.450 0.489  0.301
C -1.912 2.600 1.250  -0.606
H -1.977 1.851 2.038  0.250
C -3.059 2.454 0.248  0.660
O -3.721 3.405 -0.109  -0.626
N -3.244 1.190 -0.155  -0.632
H -2.615 0.463 0.189  0.438
C -4.293 0.798 -1.069  -0.268
C -4.934 -0.471 -0.610  0.271
C -4.393 -1.618 -0.108  -0.318
C -5.484 -2.483 0.157  -0.310
C -6.600 -1.798 -0.207  0.078
O -6.278 -0.578 -0.670  -0.395
H -7.641 -2.056 -0.188  0.201
H -5.437 -3.474 0.559  0.226
H -3.355 -1.825 0.059  0.236
H -5.033 1.602 -1.109  0.249
H -3.874 0.665 -2.078  0.204
H -1.934 3.605 1.670  0.258
C 3.275 -0.086 2.090  -0.640
H 3.504 -1.133 1.884  0.232
H 3.976 0.272 2.839  0.226
H 2.269 -0.038 2.505  0.225
H 5.374 1.371 1.245  0.211
H 5.787 3.798 -1.490  0.221
H 6.470 3.194 0.029  0.220
H 6.637 2.255 -1.452  0.227

SMILES string = Cc1ccc(-n2c(SCC(=O)NCc3ccco3)nnc2-c2cccnc2)c(C)c1
LUMO energy = 0.268 eV
HOMO level = -8.393 eV
energy relative to the best compared isomer or geometry (same formula, charge and spin) = 1.483 eV
energy = -45535.7220 eV



2.
This record from the OMol25 dataset describes a molecular structure, C22H21N5Ru. The level of theory is wB97M-V/def2-TZVPD.

Last column: natural (NBO) charge in e.
Geometry (Å):
Ru -0.043 0.257 0.003  1.479
C -2.961 1.905 -1.156  -0.657
C -2.966 0.408 -1.190  0.290
C -4.125 -0.207 -1.645  -0.203
C -4.209 -1.578 -1.783  -0.016
C -3.082 -2.336 -1.483  -0.175
C -1.952 -1.708 -1.031  0.175
N -1.866 -0.336 -0.833  -0.531
C -0.720 -2.452 -0.744  0.198
C -0.501 -3.799 -0.918  -0.164
C 0.755 -4.317 -0.600  -0.013
C 1.761 -3.489 -0.108  -0.177
C 1.502 -2.144 0.054  0.218
N 0.273 -1.660 -0.272  -0.452
C 2.440 -1.134 0.562  0.164
C 3.744 -1.461 0.826  -0.172
C 4.602 -0.496 1.345  -0.022
C 4.089 0.760 1.596  -0.197
C 2.766 1.071 1.311  0.293
C 2.308 2.461 1.629  -0.656
N 1.921 0.141 0.766  -0.551
H -3.886 2.265 -1.599  0.289
H -2.150 2.313 -1.759  0.227
H -2.931 2.296 -0.140  0.214
H -4.969 0.415 -1.910  0.278
H -5.119 -2.049 -2.136  0.290
H -3.101 -3.409 -1.610  0.272
H -1.275 -4.453 -1.294  0.280
H 0.950 -5.375 -0.733  0.292
H 2.723 -3.909 0.146  0.279
H 4.113 -2.458 0.637  0.270
H 5.638 -0.730 1.558  0.289
H 4.722 1.527 2.021  0.278
H 3.087 2.966 2.193  0.288
H 1.419 2.456 2.257  0.210
H 2.146 3.048 0.725  0.229
N -1.452 2.222 2.602  -0.569
C -1.060 2.945 1.574  0.427
C -1.272 4.368 1.637  -0.088
C -0.878 5.186 0.596  -0.127
C -0.277 4.574 -0.491  -0.090
C -0.104 3.161 -0.490  0.151
N -0.472 2.339 0.477  -0.572
H -1.887 2.666 3.408  0.471
H -1.344 1.216 2.673  0.436
H -1.749 4.775 2.523  0.287
H -1.036 6.257 0.638  0.312
H 0.075 5.134 -1.350  0.300
H 0.379 2.725 -1.363  0.246

<S²> = 6.047
charge = +4
2S+1 = 5
LUMO energy (alpha / beta) = -13.381 / -16.271 eV
HOMO level (alpha / beta) = -21.018 / -20.988 eV
energy = -33144.1834 eV



3.
This record from the OMol25 dataset describes a molecular structure, C22H22Br2IrN4O5. The level of theory is wB97M-V/def2-TZVPD.

Last column: natural (NBO) charge in e.
Geometry (Å):
Ir 0.127 0.093 -0.236  1.498
Br -2.150 -4.409 0.456  0.098
C -1.611 -3.192 1.786  -0.168
C -1.880 -3.453 3.138  -0.209
C -1.547 -2.542 4.102  -0.124
Br -2.008 -2.902 5.904  0.063
C -0.892 -1.341 3.758  -0.033
C -0.478 -0.330 4.649  -0.126
C 0.169 0.773 4.161  -0.259
C 0.434 0.877 2.787  0.069
N 0.051 -0.051 1.940  -0.382
C -0.610 -1.135 2.393  0.073
C -0.987 -2.027 1.386  0.369
O -0.758 -1.711 0.145  -0.630
H -2.363 -4.379 3.415  0.247
H -0.658 -0.440 5.710  0.239
H 0.506 1.555 4.826  0.234
H 0.981 1.710 2.366  0.248
C -1.325 -0.446 -4.991  -0.396
N -0.087 -0.092 -4.311  -0.412
C 1.085 0.173 -4.980  0.065
C 2.212 0.495 -4.334  -0.363
C 2.240 0.568 -2.872  0.639
O 3.248 0.832 -2.239  -0.634
N 1.019 0.311 -2.268  -0.667
C -0.087 -0.017 -2.946  0.762
O -1.115 -0.244 -2.286  -0.665
H -1.113 -0.638 -6.039  0.206
H -2.051 0.363 -4.906  0.211
H -1.753 -1.333 -4.531  0.231
H 1.034 0.098 -6.057  0.214
H 3.127 0.706 -4.864  0.238
C -3.176 0.620 0.444  -0.611
C -2.479 1.716 -0.360  -0.264
C -3.173 3.067 -0.132  -0.596
C -1.015 1.862 0.008  -0.477
H -4.247 0.614 0.232  0.212
H -3.038 0.778 1.519  0.192
H -2.777 -0.359 0.179  0.223
H -2.558 1.463 -1.418  0.221
H -3.138 3.342 0.926  0.198
H -4.219 3.012 -0.438  0.210
H -2.690 3.858 -0.710  0.206
H -0.884 2.183 1.041  0.185
H -0.479 2.527 -0.672  0.212
O 1.888 1.609 0.373  -0.657
C 2.697 0.646 0.349  0.718
C 4.189 0.673 0.534  -0.502
C 4.556 -0.809 0.402  -0.514
C 3.211 -1.536 0.243  0.699
O 3.064 -2.727 0.177  -0.567
N 2.218 -0.573 0.209  -0.696
H 4.441 1.102 1.505  0.227
H 4.625 1.294 -0.245  0.265
H 5.080 -1.219 1.264  0.233
H 5.144 -1.010 -0.492  0.246

<S²> = 0.753
2S+1 = 2
LUMO energy (alpha / beta) = -0.956 / -0.988 eV
HOMO level (alpha / beta) = -8.013 / -8.038 eV
energy relative to the best compared isomer or geometry (same formula, charge and spin) = 2.309 eV
energy = -182293.0894 eV



4.
This record from the OMol25 dataset describes 2 unconnected molecules or ions with the total composition C22H22Cl2N3O5S. The level of theory is wB97M-V/def2-TZVPD.

Last column: natural (NBO) charge in e.
Geometry (Å):
C 1.614 3.474 3.800  -0.395
N 1.274 2.069 3.929  -0.478
C 1.967 1.359 4.991  -0.393
C 0.440 1.418 3.039  0.172
C 0.726 1.452 1.653  -0.271
C -0.048 0.701 0.798  -0.064
C -1.177 -0.012 1.218  -0.130
C -1.957 -0.804 0.266  0.086
C -1.763 -2.152 0.108  -0.368
C -2.841 -2.954 -0.494  0.695
O -4.007 -2.578 -0.540  -0.601
N -2.452 -4.166 -1.105  -0.475
C -3.464 -4.949 -1.794  -0.416
C -1.194 -4.758 -0.954  0.813
O -0.912 -5.864 -1.414  -0.644
N -0.247 -4.022 -0.229  -0.474
C 1.014 -4.718 -0.059  -0.412
C -0.421 -2.726 0.279  0.681
O 0.549 -2.126 0.764  -0.612
C -1.537 0.068 2.582  -0.178
C -0.717 0.717 3.496  -0.265
H 0.927 3.984 3.109  0.217
H 1.554 3.961 4.788  0.179
H 2.647 3.596 3.438  0.167
H 1.632 0.311 5.023  0.216
H 3.056 1.378 4.787  0.171
H 1.785 1.855 5.960  0.174
H 1.633 1.943 1.279  0.206
H 0.251 0.617 -0.238  0.220
H -2.809 -0.329 -0.208  0.253
H -3.011 -5.885 -2.125  0.237
H -4.300 -5.149 -1.111  0.207
H -3.817 -4.374 -2.661  0.212
H 1.704 -4.083 0.499  0.240
H 0.807 -5.654 0.479  0.203
H 1.437 -4.964 -1.043  0.210
H -2.458 -0.435 2.896  0.207
H -0.969 0.736 4.570  0.208
Cl 4.444 4.732 -3.791  -0.014
C 3.002 3.860 -3.401  -0.047
C 2.510 3.881 -2.085  -0.234
C 1.293 3.249 -1.799  -0.185
C 0.582 2.614 -2.826  -0.313
S -1.114 1.985 -2.580  2.142
C -1.050 0.306 -2.093  -0.914
Cl -2.066 -0.871 -2.799  -0.041
O -1.563 2.805 -1.479  -0.966
O -1.704 2.136 -3.895  -0.975
C 1.125 2.515 -4.104  -0.120
C 2.332 3.149 -4.406  -0.261
H 3.063 4.406 -1.310  0.220
H 0.906 3.269 -0.783  0.246
H -0.005 -0.044 -2.120  0.204
H 0.605 1.967 -4.882  0.238
H 2.725 3.105 -5.418  0.221

charge = -1
LUMO energy = 2.542 eV
HOMO level = -3.919 eV
energy = -73759.1341 eV



5.
This record from the OMol25 dataset describes a single C22H22Cl2N4O3S molecule. The level of theory is wB97M-V/def2-TZVPD.

Last column: natural (NBO) charge in e.
Geometry (Å):
C -5.054 0.209 -1.971  -0.404
C -4.714 0.609 -0.761  -0.178
C -3.344 0.516 -0.155  -0.293
N -2.386 -0.121 -1.016  -0.375
C -1.691 0.409 -2.064  0.393
N -0.952 -0.513 -2.620  -0.348
N -1.152 -1.672 -1.971  -0.341
C -2.011 -1.433 -1.015  0.175
S -2.638 -2.583 0.121  0.264
C -1.595 -4.027 -0.326  -0.521
C -0.261 -3.944 0.337  -0.031
C -0.108 -4.378 1.648  -0.219
C 1.120 -4.280 2.280  -0.052
C 2.209 -3.739 1.602  -0.073
C 2.056 -3.297 0.297  -0.207
C 0.829 -3.399 -0.332  -0.198
H 0.706 -3.041 -1.343  0.251
H 2.903 -2.876 -0.221  0.232
Cl 3.743 -3.615 2.378  0.030
Cl 1.291 -4.834 3.903  0.028
H -0.946 -4.793 2.187  0.226
H -1.512 -4.013 -1.411  0.262
H -2.165 -4.891 0.012  0.238
C -1.738 1.838 -2.505  -0.145
N -0.647 2.588 -1.917  -0.607
C -0.735 3.210 -0.721  0.683
O -1.746 3.148 -0.036  -0.662
C 0.470 3.962 -0.295  -0.191
C 1.420 4.463 -1.186  -0.158
C 2.506 5.168 -0.718  -0.260
C 2.679 5.391 0.651  0.314
C 1.727 4.903 1.543  -0.271
C 0.636 4.205 1.065  -0.141
H -0.112 3.832 1.748  0.233
H 1.824 5.064 2.605  0.215
O 3.788 6.089 0.999  -0.485
C 4.019 6.361 2.362  -0.254
H 4.130 5.439 2.942  0.179
H 4.952 6.921 2.395  0.203
H 3.217 6.968 2.791  0.178
H 3.244 5.567 -1.396  0.228
H 1.304 4.332 -2.251  0.213
H 0.218 2.551 -2.435  0.420
H -2.682 2.290 -2.184  0.246
C -1.584 1.908 -4.036  -0.050
O -0.319 1.471 -4.440  -0.742
H -0.213 0.555 -4.126  0.502
H -1.673 2.947 -4.363  0.189
H -2.383 1.318 -4.505  0.173
H -2.978 1.525 0.084  0.287
H -3.395 -0.060 0.775  0.230
H -5.442 1.059 -0.101  0.210
H -6.060 0.314 -2.337  0.209
H -4.351 -0.245 -2.652  0.194

SMILES string = C=CCn1c(SCc2ccc(Cl)c(Cl)c2)nnc1[C@H](CO)NC(=O)c1ccc(OC)cc1
LUMO energy = 0.588 eV
HOMO level = -8.623 eV
energy relative to the best compared isomer or geometry (same formula, charge and spin) = 0.069 eV
energy = -71154.1679 eV



Result set for maximum force: 1.285, 1.063, 4.792, 1.908, 1.081 eV Å⁻¹, one per record in the order listed.